# 1
Below is 2 unconnected molecules or ions with the total composition C2F2I2 at a distorted geometry, with properties calculated with ωB97M-V/def2-TZVPD.

Last column: Mulliken charge in e.
Positions of all 6 atoms, in Å:
C1 -0.2500 -0.8692 0.0919  0.263
C2 0.7458 -0.5467 -0.6538  0.006
F1 -0.6886 -0.8800 1.2542  -0.131
F2 0.9606 -1.0018 -1.9037  -0.190
I1 -3.7633 0.5698 -0.2747  0.008
I2 2.3420 0.8911 -0.0962  0.045

Atomic forces in eV per Å
0.27 -0.90 -2.52
1.65 0.99 -0.22
-0.58 0.52 2.34
-0.40 0.30 0.62
0.06 -0.03 -0.02
-1.00 -0.89 -0.20

Calculated values
- lowest unoccupied orbital energy (alpha / beta) (eV) = -3.43 / -1.87
- relative energy (zero: lowest compared OMol25 entry of this formula, charge and spin) (kJ/mol) = 303.8
- energy (Eh) = -871.15487
- highest occupied orbital energy (alpha / beta) (eV) = -9.62 / -9.64


# 2
Below is C4H10N2S in the gas phase at a distorted geometry, with properties calculated with ωB97M-V/def2-TZVPD.

Last column: Mulliken charge in e.
Positions of all 17 atoms, in Å:
C1 1.2471 2.0667 -0.5464  -1.024
C2 0.8529 1.2549 0.6774  -0.385
C3 -0.2858 0.3440 0.2961  0.403
C4 1.7563 -1.5637 -0.0099  -0.881
H1 0.4225 2.5329 -1.1651  0.335
H2 1.7252 1.4307 -1.3197  0.270
H3 2.0093 2.8538 -0.2351  0.285
H4 1.7350 0.7523 1.0957  0.292
H5 0.4166 2.0479 1.3114  0.299
H6 1.9611 -2.5088 -0.5157  0.331
H7 2.0813 -1.6514 1.0266  0.311
H8 2.3715 -0.8023 -0.5492  0.245
H9 -2.5531 -0.9043 0.2748  0.173
H10 -3.3897 0.3932 -0.2176  0.236
N1 -1.4750 0.7972 0.1410  -0.329
N2 -2.4840 -0.0339 -0.2054  -0.504
S1 -0.0306 -1.3812 -0.1100  -0.056

Atomic forces in eV per Å
1.37 0.79 -1.68
-1.23 1.22 -0.68
-1.02 -0.94 -0.27
0.70 0.08 -0.31
0.54 -0.33 1.40
0.12 0.17 0.47
-1.00 -0.82 -0.58
-0.57 0.21 0.12
0.36 -0.84 0.53
-0.01 -0.03 0.13
0.08 0.07 -0.09
-0.79 -0.38 0.45
0.35 -0.76 0.43
0.03 0.60 0.12
1.10 0.99 0.98
-0.30 -0.43 -1.01
0.25 0.41 -0.01

Calculated values
- lowest unoccupied orbital energy (eV) = 0.84
- relative energy (zero: lowest compared OMol25 entry of this formula, charge and spin) (kJ/mol) = 126.7
- energy (Eh) = -666.05468
- highest occupied orbital energy (eV) = -7.96


# 3
Below is 2 unconnected molecules or ions with the total composition C5H11NO at a distorted geometry, with properties calculated with ωB97M-V/def2-TZVPD.

Last column: Mulliken charge in e.
Positions of all 18 atoms, in Å:
N1 1.1436 0.1296 -1.8401  -0.625
C1 0.9566 -0.2943 -0.4696  0.278
C2 2.0328 -0.9177 0.2568  -0.828
C3 -1.9391 1.7962 1.0621  -1.133
C4 -0.9264 1.3359 0.0597  -0.184
C5 -0.2148 0.2029 0.4134  0.072
H1 0.7769 1.1712 -1.8908  0.257
H2 2.1757 0.1801 -2.0923  0.274
H3 2.9022 -1.1593 -0.3653  0.219
H4 1.9098 -1.1218 1.2916  0.263
H5 -1.8840 1.3301 2.0670  0.309
H6 -2.9804 1.7272 0.6967  0.271
H7 -1.7865 2.8492 1.2135  0.316
H8 -0.6629 2.0194 -0.7025  0.231
H9 -0.4515 -0.2042 1.4141  0.258
H10 -0.0576 -2.3472 -0.8595  0.388
H11 -0.9282 -3.4522 0.0766  0.308
O1 -0.0662 -3.2451 -0.3312  -0.674

Atomic forces in eV per Å
-0.28 2.67 0.79
3.31 -0.50 3.76
-3.26 1.97 -4.00
-0.79 0.44 0.02
0.92 -3.13 3.04
0.04 2.11 -2.88
0.95 -2.84 -0.16
-1.85 -0.23 0.65
-0.05 -0.10 0.81
0.11 -0.47 0.47
0.09 -0.06 -0.78
0.38 -0.18 0.09
0.00 0.71 0.26
0.04 0.19 -1.11
0.49 -0.33 -0.99
-0.56 -2.74 1.89
0.47 0.74 -0.68
-0.01 1.74 -1.17

Calculated values
- lowest unoccupied orbital energy (eV) = 0.66
- relative energy (zero: lowest compared OMol25 entry of this formula, charge and spin) (kJ/mol) = 303.3
- energy (Eh) = -327.01582
- highest occupied orbital energy (eV) = -8.03


# 4
Below is 8 unconnected molecules or ions with the total composition C42H92F6N11O6P at a distorted geometry, with properties calculated with ωB97M-V/def2-TZVPD.

Last column: Mulliken charge in e.
Positions of all 158 atoms, in Å:
P1 -0.3563 0.0267 0.2888  1.278
F1 -1.9708 0.1498 0.4584  -0.349
F2 -0.0955 0.9571 1.5965  -0.400
F3 -0.2243 -1.3051 1.2401  -0.380
F4 1.3024 -0.0718 0.0599  -0.418
F5 -0.4849 -0.9850 -1.0101  -0.385
F6 -0.3063 1.3053 -0.6150  -0.351
C1 -2.2938 4.9548 3.5492  -1.141
C2 -3.3960 5.7310 2.7495  -0.419
N1 -4.4469 4.8289 2.2786  0.194
C3 -5.7425 4.9099 2.6915  -0.328
C4 -6.4974 4.0706 1.8724  -0.385
N2 -5.6202 3.4523 0.9939  0.172
C5 -4.3127 3.9100 1.2882  -0.222
C6 -5.9613 2.3946 0.0328  -0.812
H1 -1.7917 4.2028 2.9406  0.353
H2 -2.6258 4.4352 4.4480  0.368
H3 -1.5252 5.5279 4.0679  0.347
H4 -3.0168 6.2717 1.8823  0.330
H5 -3.8634 6.3811 3.4890  0.274
H6 -6.0482 5.5544 3.5024  0.399
H7 -7.5529 3.8643 1.7738  0.473
H8 -3.4230 3.5999 0.7604  0.462
H9 -6.6521 1.6903 0.4964  0.338
H10 -5.0436 1.8664 -0.2260  0.274
H11 -6.4300 2.6629 -0.9140  0.316
C7 2.7660 6.0685 2.9146  -1.261
C8 1.9302 7.1991 2.3759  -0.222
N3 1.9315 8.3988 3.2112  0.222
C9 1.2822 9.5603 2.8796  -0.469
C10 1.3673 10.4128 3.9940  -0.261
N4 2.3177 9.8625 4.8665  0.087
C11 2.6332 8.5812 4.4061  -0.150
C12 2.9440 10.5323 6.0544  -0.847
H12 3.7574 6.0594 2.4616  0.335
H13 2.1647 5.1998 2.6466  0.335
H14 2.7372 6.0408 4.0039  0.392
H15 0.8885 6.9354 2.1931  0.339
H16 2.3531 7.4112 1.3939  0.280
H17 0.5922 9.6855 2.0583  0.393
H18 0.9187 11.3693 4.2181  0.453
H19 3.3197 7.8723 4.8449  0.331
H20 3.5162 9.8251 6.6548  0.314
H21 2.3387 11.0608 6.7909  0.357
H22 3.8461 11.0542 5.7349  0.374
C13 -0.9608 -0.6586 5.5958  -1.042
C14 0.3175 -1.5461 5.6542  -0.507
N5 1.4887 -0.6818 5.7510  0.164
C15 1.8515 0.0317 6.8635  -0.312
C16 2.9954 0.7451 6.5160  -0.413
N6 3.3658 0.4152 5.2298  0.153
C17 2.4176 -0.4891 4.7579  -0.208
C18 4.5282 0.9603 4.4653  -0.869
H23 -1.8998 -1.1997 5.4792  0.381
H24 -1.0553 -0.0044 4.7291  0.272
H25 -1.1413 0.0157 6.4329  0.375
H26 0.4781 -2.2447 4.8331  0.338
H27 0.3233 -2.1359 6.5708  0.336
H28 1.2878 -0.0991 7.7754  0.464
H29 3.5659 1.4570 7.0941  0.461
H30 2.3653 -0.9582 3.7865  0.409
H31 5.3349 0.2273 4.4698  0.304
H32 4.6980 1.9344 4.9241  0.314
H33 4.1866 1.1670 3.4511  0.381
C19 -0.0346 -6.5127 -0.1031  -1.144
C20 -1.0348 -5.9402 -1.0630  -0.577
N7 -2.0590 -6.9484 -1.3822  0.275
C21 -3.2535 -7.1982 -0.6749  -0.534
C22 -4.0967 -7.9318 -1.4739  -0.242
N8 -3.4131 -8.1307 -2.6447  0.073
C23 -2.2201 -7.5147 -2.5879  -0.104
C24 -3.9518 -8.5878 -3.8830  -0.766
H34 0.5805 -7.2276 -0.6496  0.343
H35 -0.4283 -6.9172 0.8294  0.352
H36 0.6631 -5.6973 0.0875  0.368
H37 -0.4821 -5.7792 -1.9885  0.221
H38 -1.4773 -4.9935 -0.7530  0.519
H39 -3.5222 -6.6676 0.2266  0.444
H40 -5.1213 -8.2422 -1.3312  0.461
H41 -1.5739 -7.5122 -3.4532  0.345
H42 -4.8255 -9.2276 -3.7589  0.310
H43 -3.1167 -9.0479 -4.4112  0.287
H44 -4.3471 -7.7295 -4.4261  0.369
C25 4.1622 2.3178 -2.9309  -0.900
O1 5.4428 1.7073 -2.5039  -0.353
C26 6.0862 2.5722 -1.5655  -0.660
C27 7.5963 2.5299 -1.5595  -0.313
N9 8.1965 1.1432 -1.9144  -0.268
H45 7.9291 0.4524 -1.2278  0.389
H46 7.7638 0.7082 -2.7167  0.357
C28 9.7961 0.9845 -1.8223  -0.718
C29 10.3263 1.1059 -0.3572  -0.390
O2 10.0759 2.4584 0.0673  -0.321
C30 10.1444 2.5655 1.5056  -0.773
H47 3.7604 3.0203 -2.2008  0.374
H48 3.3743 1.5656 -2.8922  0.319
H49 4.1872 2.9327 -3.8306  0.362
H50 5.7173 2.3426 -0.5658  0.346
H51 5.7575 3.5996 -1.7217  0.496
H52 7.9022 2.6924 -0.5260  0.163
H53 8.0129 3.2345 -2.2793  0.394
H54 10.2184 1.7084 -2.5193  0.365
H55 9.9543 -0.0123 -2.2339  0.418
H56 11.3473 0.7662 -0.1833  0.474
H57 9.6610 0.4512 0.2057  0.306
H58 11.1709 2.7656 1.8127  0.325
H59 9.7483 1.6977 2.0330  0.340
H60 9.6133 3.4344 1.8941  0.267
C31 1.5207 -0.7783 -6.7642  -0.736
O3 2.9632 -0.7602 -6.7046  -0.336
C32 3.5427 -1.9931 -7.0232  -0.509
C33 3.5405 -2.8238 -5.7421  -0.516
N10 4.3230 -2.0502 -4.6385  -0.228
H61 5.2951 -1.9933 -4.9064  0.426
H62 4.0860 -1.0714 -4.7149  0.395
C34 4.1507 -2.5435 -3.1716  -0.480
C35 4.9087 -3.8879 -2.9695  -0.539
O4 4.3151 -4.9466 -3.7587  -0.289
C36 4.9252 -6.2557 -3.8222  -0.789
H63 1.0971 0.1111 -6.2976  0.264
H64 1.0961 -1.6055 -6.1954  0.324
H65 1.2624 -0.6588 -7.8164  0.318
H66 4.5746 -1.8960 -7.3604  0.342
H67 2.9924 -2.5020 -7.8146  0.401
H68 3.9603 -3.8289 -5.7836  0.342
H69 2.4972 -2.9739 -5.4643  0.280
H70 3.0794 -2.4737 -2.9831  0.407
H71 4.5793 -1.7146 -2.6081  0.261
H72 4.7214 -4.2269 -1.9506  0.395
H73 5.9832 -3.8986 -3.1521  0.357
H74 4.9204 -6.7026 -2.8281  0.337
H75 5.9274 -6.2546 -4.2508  0.325
H76 4.2800 -6.9569 -4.3515  0.253
C37 -13.3131 -2.6111 -0.6476  -0.791
O5 -12.1782 -3.2995 -1.0490  -0.339
C38 -11.8617 -3.0773 -2.4062  -0.528
C39 -10.5111 -3.6360 -2.8178  -0.564
N11 -9.3057 -3.1498 -1.9598  -0.228
H77 -9.2530 -2.1477 -2.0750  0.375
H78 -9.4115 -3.2304 -0.9587  0.431
C40 -7.9415 -3.7159 -2.3257  -0.783
C41 -6.8556 -3.2008 -1.3392  -0.434
O6 -7.3774 -3.2619 -0.0359  -0.337
C42 -6.5492 -2.6750 0.9582  -0.640
H79 -14.1468 -2.6172 -1.3498  0.336
H80 -13.0906 -1.5757 -0.3899  0.328
H81 -13.6806 -3.0056 0.2997  0.274
H82 -11.8737 -1.9896 -2.4765  0.393
H83 -12.5546 -3.4961 -3.1359  0.417
H84 -10.2378 -3.5260 -3.8672  0.385
H85 -10.4812 -4.6820 -2.5126  0.345
H86 -7.7601 -3.4385 -3.3641  0.422
H87 -8.0927 -4.7942 -2.2752  0.413
H88 -6.7141 -2.1687 -1.6599  0.346
H89 -5.9232 -3.7105 -1.5821  0.410
H90 -6.9266 -2.9975 1.9286  0.287
H91 -6.5490 -1.5850 0.9641  0.194
H92 -5.5563 -3.1102 0.8450  0.291

Atomic forces in eV per Å
2.10 -1.70 0.04
0.73 -0.40 0.05
-0.35 -0.13 0.18
-0.74 0.56 -0.11
-0.30 -0.04 0.42
-0.66 0.71 0.56
-0.67 1.00 -1.00
0.13 -0.40 -0.03
1.16 -0.72 1.73
0.34 -1.23 -1.12
-1.44 -0.92 -1.18
1.38 0.34 0.07
2.33 1.30 1.05
-3.52 0.07 0.04
0.26 -0.77 -0.01
0.04 0.07 -0.14
-1.04 -0.24 -0.33
0.05 0.88 -0.83
0.04 0.09 0.29
-0.10 0.33 -0.52
0.00 -0.02 -0.19
0.08 0.16 0.38
-0.03 0.12 0.14
0.19 0.06 0.26
-0.03 -0.01 0.16
0.10 0.95 0.26
-1.15 -0.50 0.29
0.26 0.31 -0.64
1.91 0.99 1.71
-1.09 1.07 2.81
1.76 -1.13 -0.86
-0.53 -2.05 -0.58
-2.01 2.47 -1.44
1.69 -0.97 0.07
-0.06 -0.16 0.45
0.65 -0.45 -0.24
0.48 0.02 -0.02
0.01 -0.09 0.30
-0.19 0.59 -0.01
0.29 -0.29 -0.12
0.11 -0.03 -0.25
-0.13 0.30 0.03
-0.71 -0.93 -0.01
-0.53 0.13 -0.90
-0.69 1.01 -0.51
-0.66 -0.02 -0.77
-1.05 0.60 0.60
2.45 0.31 -1.64
1.14 0.58 -0.99
-0.67 -0.53 0.49
-2.22 -1.71 -0.68
-0.04 1.27 2.17
-1.45 -0.07 0.33
0.29 -0.72 0.37
0.87 -0.02 -0.34
0.56 -0.34 0.41
-0.32 0.32 -0.14
-0.15 -0.08 -0.04
0.19 0.40 0.01
-0.02 -0.19 0.02
0.11 0.19 0.02
0.11 0.46 0.21
0.72 -0.31 0.02
0.06 -0.23 -0.01
0.96 0.52 -0.03
0.39 -0.71 -0.21
-2.24 -0.05 -0.76
-0.17 0.37 -0.54
1.16 0.78 0.47
0.76 0.92 0.94
-0.76 -0.53 0.45
-0.53 -0.22 -1.17
-0.23 -0.46 0.33
0.01 0.05 -0.16
0.02 0.02 0.51
-0.30 0.27 -0.12
-0.28 -0.26 0.05
0.45 -0.34 0.17
0.22 -0.13 0.06
0.30 0.18 0.33
0.51 -0.42 0.24
-0.57 -0.26 -0.35
0.29 0.05 -0.22
-0.17 -0.21 1.04
-0.76 1.30 -0.49
-0.91 -0.37 0.12
0.37 -1.03 -0.45
1.08 0.22 1.67
-0.46 0.08 0.89
0.27 0.57 -1.10
-0.26 0.34 -0.33
-2.03 1.06 -0.75
-0.04 -1.00 0.52
0.64 0.59 0.16
0.51 0.06 0.56
0.33 -0.32 -0.70
0.52 -0.69 -0.40
-0.08 -0.35 0.20
0.39 0.16 -0.20
0.46 0.43 -0.46
0.26 -0.12 0.26
-0.05 0.09 0.21
0.16 0.00 0.15
0.13 0.12 -0.52
0.06 -0.35 0.48
0.17 -0.44 -0.02
0.06 -0.26 -0.23
-0.36 0.10 -0.66
0.41 0.87 -0.22
-0.19 0.72 0.47
0.19 -0.64 0.59
0.12 -0.26 0.14
-1.01 -0.95 -0.16
0.62 -0.74 -0.04
-0.96 0.55 -0.02
1.14 0.21 -1.72
-1.47 -1.80 0.08
-0.43 0.80 -0.93
-0.17 0.14 1.10
0.58 0.19 0.21
-0.07 -0.35 -0.57
-0.42 -0.79 0.02
-0.02 0.56 -0.21
-0.02 -0.22 0.01
0.25 0.27 -0.18
0.19 0.31 0.72
0.06 -0.78 0.02
0.30 -0.35 0.36
0.38 0.54 0.48
0.12 0.70 -0.05
0.51 0.19 0.31
-0.03 0.15 0.00
-0.11 0.65 -0.56
-1.32 0.99 1.22
1.36 -1.64 -0.89
0.47 1.29 0.36
0.86 -1.28 2.03
0.30 1.13 -1.09
0.05 0.62 -0.19
-0.57 -0.66 0.60
-0.79 -0.49 0.61
-1.55 0.68 -1.35
0.00 -0.21 -0.54
0.12 -0.76 0.46
0.15 -0.23 -0.25
0.22 0.35 -0.38
0.14 -0.48 -0.18
0.05 0.32 -0.83
-0.40 -0.08 0.16
-0.19 0.20 0.16
-0.36 -0.31 -0.61
0.25 0.03 0.14
0.24 -0.04 0.04
0.34 0.47 0.31
0.13 -0.38 0.62
-0.13 -0.03 -0.14
0.09 0.06 -0.44
0.28 0.41 0.11

Calculated values
- lowest unoccupied orbital energy (eV) = -9.94
- relative energy (zero: lowest compared OMol25 entry of this formula, charge and spin) (kJ/mol) = 7.4
- energy (Eh) = -3647.73203
- highest occupied orbital energy (eV) = -18.53
- total charge = +6